Formula: C22H24F5N4O4Rh
Source: the OMol25 dataset
Level of theory: wB97M-V/def2-TZVPD

CARTESIAN COORDINATES (ANGSTROEM)
Rh: 0.43 0.77 0.00
C: 2.40 1.36 -2.19
N: 2.32 0.77 -0.83
C: 3.20 1.53 0.07
C: 2.76 -0.66 -0.91
C: 2.29 -1.42 0.31
N: 0.86 -1.13 0.44
C: 0.06 -1.96 1.20
C: -1.29 -2.10 0.85
F: -1.76 -1.46 -0.23
C: -2.15 -2.90 1.57
F: -3.42 -3.00 1.17
C: -1.72 -3.61 2.67
C: -0.40 -3.49 3.03
F: 0.07 -4.14 4.10
C: 0.47 -2.68 2.32
F: 1.74 -2.56 2.77
H: 3.41 1.22 -2.58
H: 2.15 2.41 -2.13
H: 1.68 0.87 -2.84
H: 4.22 1.54 -0.32
H: 3.19 1.09 1.07
H: 2.82 2.55 0.14
H: 3.84 -0.70 -1.03
H: 2.29 -1.09 -1.79
H: 2.85 -1.12 1.20
H: 2.47 -2.49 0.16
H: -2.40 -4.24 3.24
C: -1.50 4.32 -3.57
C: -0.93 4.70 -2.19
C: -2.02 5.40 -1.37
C: 0.27 5.64 -2.37
C: -0.50 3.47 -1.49
C: -0.15 2.44 -0.95
H: -1.82 5.22 -4.10
H: -2.35 3.65 -3.46
H: -0.74 3.82 -4.17
H: -2.33 6.32 -1.87
H: -1.64 5.67 -0.38
H: -2.89 4.76 -1.25
H: -0.04 6.55 -2.88
H: 1.05 5.16 -2.96
H: 0.69 5.91 -1.40
F: -4.97 3.84 0.40
C: -4.46 3.29 1.51
C: -3.15 3.26 1.72
N: -2.61 2.71 2.88
C: -1.18 2.63 3.02
C: -0.57 1.81 1.91
O: 0.64 2.01 1.57
O: -1.24 0.98 1.26
C: -3.41 2.09 3.83
O: -2.96 1.55 4.82
N: -4.76 2.16 3.56
C: -5.41 2.71 2.46
O: -6.61 2.72 2.36
H: -2.44 3.65 1.00
H: -0.96 2.16 3.98
H: -0.73 3.62 3.01
H: -5.36 1.73 4.26

The energy relative to the best compared isomer or geometry (same formula, charge and spin) is 68.8 kJ/mol. For the HOMO energy (alpha / beta), the calculation gives -0.30442 / -0.30444 Ha.

Formula: C5H15NO2Si
Source: the OMol25 dataset
Level of theory: wB97M-V/def2-TZVPD

CARTESIAN COORDINATES (ANGSTROEM)
C: 2.48 -0.77 0.15
C: -0.03 2.09 1.75
C: -0.91 1.34 -2.66
C: -2.10 -1.67 0.74
C: 1.36 -1.46 -0.55
N: -0.43 0.66 1.80
O: -0.08 0.58 -1.84
O: -1.61 -1.19 -0.47
Si: -0.22 -0.34 -0.56
H: 3.19 -0.10 -0.48
H: 2.15 -0.23 0.96
H: 3.15 -1.62 0.60
H: -0.18 2.60 0.82
H: -0.69 2.61 2.36
H: 0.98 2.18 2.10
H: -1.16 2.25 -2.13
H: -2.00 0.92 -2.90
H: -0.37 1.50 -3.74
H: -2.58 -2.62 0.52
H: -2.72 -0.93 1.20
H: -1.29 -1.84 1.50
H: 1.17 -2.29 0.06
H: 1.71 -1.80 -1.62
H: 0.19 0.14 2.36

The energy relative to the best compared isomer or geometry (same formula, charge and spin) is 0.0 kJ/mol. For the HOMO energy, the calculation gives -0.28672 Ha.

Formula: C50H32CoN8OSi
Source: the OMol25 dataset
Level of theory: wB97M-V/def2-TZVPD

CARTESIAN COORDINATES (ANGSTROEM)
Co: 0.00 0.00 0.00
C: -3.41 4.73 2.38
C: -2.50 5.08 3.40
C: -1.30 4.38 3.57
C: -1.08 3.32 2.71
C: 0.06 2.49 2.43
N: 1.30 2.80 2.52
C: 1.98 2.02 1.59
C: 3.19 2.42 1.05
C: 3.93 3.59 1.20
C: 5.17 3.61 0.55
C: 5.65 2.50 -0.17
C: 4.90 1.31 -0.27
C: 3.65 1.32 0.34
C: 2.70 0.31 0.55
N: 3.13 -1.00 0.44
C: 2.42 -1.73 -0.34
N: 1.17 -1.43 -0.72
C: 1.03 -1.82 -1.97
N: 0.17 -1.38 -3.00
C: -0.79 -0.53 -2.77
N: -1.18 -0.24 -1.57
C: -1.72 0.96 -1.43
N: -1.83 1.75 -0.39
C: -1.32 1.88 0.93
N: -0.28 1.45 1.66
C: -1.96 2.99 1.69
C: -3.13 3.68 1.49
C: -2.23 1.22 -2.79
C: -3.15 2.14 -3.26
C: -3.48 2.06 -4.62
C: -2.88 1.10 -5.46
C: -1.94 0.19 -4.98
C: -1.64 0.27 -3.63
C: 2.09 -2.77 -2.31
C: 2.34 -3.51 -3.45
C: 3.52 -4.26 -3.46
C: 4.41 -4.23 -2.37
C: 4.14 -3.46 -1.23
C: 2.95 -2.77 -1.22
N: 1.51 0.88 0.94
H: -4.32 5.31 2.26
H: -2.72 5.92 4.06
H: -0.57 4.65 4.31
H: 3.54 4.42 1.77
H: 5.78 4.51 0.61
H: 6.62 2.55 -0.65
H: 5.26 0.44 -0.79
H: -3.80 3.42 0.68
H: -3.61 2.85 -2.58
H: -4.22 2.74 -5.02
H: -3.17 1.06 -6.51
H: -1.48 -0.57 -5.60
H: 1.65 -3.49 -4.28
H: 3.76 -4.86 -4.34
H: 5.34 -4.80 -2.42
H: 4.84 -3.38 -0.41
O: -1.02 -1.22 0.63
Si: -1.46 -2.11 1.95
C: -2.20 -1.02 3.33
C: -3.03 -1.54 4.35
C: -3.55 -0.71 5.34
C: -3.27 0.65 5.33
C: -2.46 1.19 4.34
C: -1.93 0.36 3.34
C: 0.01 -2.99 2.75
C: -0.10 -3.71 3.96
C: 1.01 -4.35 4.52
C: 2.25 -4.28 3.88
C: 2.38 -3.58 2.69
C: 1.27 -2.94 2.13
C: -2.78 -3.41 1.56
C: -4.10 -3.00 1.25
C: -5.09 -3.94 0.95
C: -4.79 -5.30 0.95
C: -3.50 -5.72 1.24
C: -2.50 -4.79 1.53
H: -3.28 -2.60 4.38
H: -4.19 -1.13 6.12
H: -3.68 1.30 6.11
H: -2.24 2.25 4.33
H: -1.30 0.81 2.57
H: -1.05 -3.78 4.49
H: 0.91 -4.90 5.45
H: 3.11 -4.78 4.32
H: 3.35 -3.53 2.19
H: 1.41 -2.39 1.20
H: -4.37 -1.95 1.22
H: -6.10 -3.61 0.72
H: -5.56 -6.03 0.72
H: -3.26 -6.79 1.23
H: -1.50 -5.17 1.73
H: -0.20 1.48 -0.56

The spin multiplicity is 5. Its expectation value of S² is 6.33. For the HOMO energy (alpha / beta), the calculation gives -0.11178 / -0.18855 Ha. The total charge is -1.

Formula: C5H6HgO3
Source: the OMol25 dataset
Level of theory: wB97M-V/def2-TZVPD

CARTESIAN COORDINATES (ANGSTROEM)
O: -2.26 -2.21 -0.18
C: -1.59 -1.39 0.52
O: -1.96 -0.57 1.33
O: -0.28 -1.35 0.03
C: 0.71 -0.76 0.85
Hg: -1.37 -2.36 -1.91
H: 0.58 -1.05 1.90
H: 1.67 -1.14 0.47
C: 0.67 0.77 0.78
C: 0.68 1.35 -0.50
C: 0.70 1.92 -1.64
H: 1.35 1.27 1.47
H: -0.36 1.12 1.10
H: -0.18 2.48 -1.99
H: 1.62 1.92 -2.23

The spin multiplicity is 2. The energy relative to the best compared isomer or geometry (same formula, charge and spin) is 0.0 kJ/mol. Its expectation value of S² is 0.75. For the HOMO energy (alpha / beta), the calculation gives -0.45120 / -0.52137 Ha. The total charge is +1.

Formula: C4H10O2
Source: the OMol25 dataset
Level of theory: wB97M-V/def2-TZVPD

CARTESIAN COORDINATES (ANGSTROEM)
C: -2.42 0.53 -0.94
O: -1.40 0.58 0.08
C: -0.31 -0.11 -0.13
C: 0.71 -0.23 0.98
C: 1.96 -1.00 0.47
O: 0.95 0.88 1.66
H: -2.09 1.10 -1.81
H: -2.64 -0.51 -1.22
H: -3.31 1.00 -0.50
H: 0.91 1.50 -0.56
H: -0.35 -0.86 -0.94
H: 0.11 -0.95 1.60
H: 2.61 -1.20 1.33
H: 2.51 -0.38 -0.24
H: 1.70 -1.96 -0.01
H: 1.07 1.62 0.24

The energy relative to the best compared isomer or geometry (same formula, charge and spin) is 496.2 kJ/mol. For the HOMO energy, the calculation gives -0.30759 Ha.

Formula: C19H21N6PdSSbSe4
Source: the OMol25 dataset
Level of theory: wB97M-V/def2-TZVPD

CARTESIAN COORDINATES (ANGSTROEM)
Pd: 0.50 -0.46 0.23
N: -2.56 -1.13 1.36
N: -3.37 -0.01 1.18
C: -2.92 0.98 0.34
N: -3.97 1.58 -0.35
S: -1.37 1.47 0.14
H: -2.63 -1.79 0.60
H: -2.72 -1.56 2.25
H: -4.36 -0.18 1.05
H: -4.78 1.82 0.21
H: -3.64 2.38 -0.87
N: 0.63 -2.36 5.48
C: 0.41 -1.19 4.77
C: 0.21 -1.28 3.37
N: 0.11 -0.22 2.62
C: 0.14 0.98 3.24
C: 0.20 1.06 4.60
N: 0.35 -0.03 5.39
H: 1.21 -2.99 4.92
H: 1.03 -2.17 6.38
H: 0.15 -2.25 2.88
H: 0.11 1.86 2.61
H: 0.16 2.02 5.10
C: -2.44 0.16 -6.23
C: -1.10 0.44 -5.99
C: -0.51 0.19 -4.76
C: -1.27 -0.34 -3.70
C: -2.62 -0.62 -3.96
C: -3.20 -0.38 -5.20
C: -0.79 -0.60 -2.33
C: 0.40 -0.36 -1.76
C: 1.57 0.18 -2.48
C: 2.56 -0.67 -2.96
C: 3.67 -0.14 -3.61
C: 3.79 1.22 -3.81
C: 2.80 2.08 -3.32
C: 1.71 1.56 -2.65
H: -2.88 0.36 -7.19
H: -0.48 0.85 -6.79
H: 0.53 0.41 -4.62
H: -3.22 -1.04 -3.16
H: -4.24 -0.62 -5.36
H: -1.56 -1.01 -1.69
H: 2.48 -1.73 -2.79
H: 4.46 -0.81 -3.91
H: 4.66 1.63 -4.31
H: 2.90 3.15 -3.42
H: 0.95 2.21 -2.24
Se: 3.04 -2.80 2.97
Sb: 2.68 -1.80 0.71
Se: 0.52 -2.94 -0.29
Se: 4.58 -2.46 -0.68
Se: 2.68 0.81 0.83

The energy relative to the best compared isomer or geometry (same formula, charge and spin) is 230.1 kJ/mol. For the HOMO energy, the calculation gives -0.03381 Ha. The total charge is -2.

Formula: C33H34Cl2HfN3O2Se
Source: the OMol25 dataset
Level of theory: wB97M-V/def2-TZVPD

CARTESIAN COORDINATES (ANGSTROEM)
Hf: 0.30 -0.66 -0.55
C: -1.32 2.58 -0.25
C: -0.46 2.93 -1.43
C: -0.89 3.87 -2.36
C: -0.11 4.21 -3.45
C: 1.12 3.60 -3.62
C: 1.58 2.65 -2.72
C: 2.91 1.99 -2.97
C: 0.78 2.33 -1.61
N: 1.23 1.29 -0.72
C: 2.40 1.54 -0.05
O: 2.94 2.62 0.12
C: 3.05 0.28 0.45
C: 4.23 0.24 1.17
C: 4.75 -1.01 1.49
C: 4.09 -2.17 1.09
C: 2.91 -2.04 0.40
N: 2.42 -0.84 0.10
C: 2.05 -3.18 -0.08
O: 2.41 -4.33 0.03
N: 0.87 -2.72 -0.61
C: -0.12 -3.69 -1.00
C: -0.84 -4.38 -0.02
C: -0.46 -4.37 1.43
C: -1.91 -5.17 -0.44
C: -2.22 -5.30 -1.78
C: -1.44 -4.67 -2.74
C: -0.36 -3.88 -2.36
C: 0.57 -3.34 -3.42
H: -2.30 3.05 -0.34
H: -0.87 2.90 0.68
H: -1.50 1.50 -0.16
H: -1.86 4.35 -2.21
H: -0.46 4.95 -4.16
H: 1.73 3.85 -4.48
H: 3.18 2.06 -4.02
H: 2.90 0.93 -2.71
H: 3.70 2.46 -2.39
H: 4.72 1.16 1.44
H: 5.68 -1.08 2.04
H: 4.47 -3.16 1.30
H: 0.09 -3.48 1.72
H: 0.18 -5.23 1.64
H: -1.34 -4.45 2.07
H: -2.49 -5.71 0.30
H: -3.06 -5.92 -2.09
H: -1.64 -4.83 -3.79
H: 0.05 -3.22 -4.38
H: 1.38 -4.05 -3.58
H: 1.03 -2.39 -3.16
C: -2.38 4.45 4.51
C: -2.00 3.17 3.83
C: -2.95 2.35 3.23
C: -2.61 1.17 2.58
C: -3.70 0.33 1.97
C: -1.26 0.81 2.52
Se: -0.83 -0.89 1.70
C: -0.28 1.57 3.16
C: 1.18 1.21 3.23
C: -0.68 2.75 3.79
H: -3.46 4.59 4.50
H: -1.92 5.30 4.02
H: -2.05 4.45 5.55
H: -4.00 2.64 3.27
H: -4.67 0.83 2.08
H: -3.77 -0.65 2.45
H: -3.53 0.15 0.91
H: 1.36 0.16 2.99
H: 1.56 1.39 4.23
H: 1.75 1.84 2.55
H: 0.08 3.35 4.28
Cl: -0.46 0.02 -3.29
C: -2.11 -0.62 -3.16
Cl: -2.36 -1.17 -1.50
H: -2.22 -1.46 -3.84
H: -2.80 0.20 -3.37

The energy relative to the best compared isomer or geometry (same formula, charge and spin) is 0.0 kJ/mol. For the HOMO energy, the calculation gives -0.40424 Ha. The total charge is +1.

Formula: C3H3N3
Source: the OMol25 dataset
Level of theory: wB97M-V/def2-TZVPD

CARTESIAN COORDINATES (ANGSTROEM)
C: 2.40 0.06 0.10
C: 3.30 -0.76 -0.54
C: -0.45 0.00 -0.04
N: 4.59 -0.55 -0.45
N: 4.53 0.46 0.33
N: 3.30 0.84 0.66
H: 0.21 -0.61 -0.63
H: -0.54 -0.27 1.12
H: -0.62 0.95 -0.25

The energy relative to the best compared isomer or geometry (same formula, charge and spin) is 1111.3 kJ/mol. For the HOMO energy (alpha / beta), the calculation gives -0.35730 / -0.35747 Ha.